Entry 1:
# C25H45ClIPZr

C25H45ClIPZr as an isolated structure (ωB97M-V/def2-TZVPD, the Open Molecules 2025 dataset).

The HOMO-LUMO gap (spin up / spin down) is 0.2386 / 0.2386 Eh. The charge is 0. The value obtained for the LUMO energy (spin up / spin down) is -0.67 / -0.67 eV. The value obtained for the HOMO energy (spin up / spin down) is -7.16 / -7.17 eV.

Element x y z (Å)
1 Zr 0.09 0.65 3.08
2 P 0.06 0.36 -0.18
3 Cl 2.49 0.92 2.66
4 C 0.03 2.34 4.28
5 H 0.88 2.32 5.04
6 H -0.76 2.22 4.98
7 C 1.37 -0.61 -1.17
8 C 0.14 2.15 -0.80
9 C 2.78 -0.07 -0.89
10 H 1.28 -1.60 -0.68
11 C 3.85 -1.05 -1.37
12 H 2.91 0.89 -1.40
13 H 2.91 0.13 0.19
14 C 3.69 -1.43 -2.86
15 H 4.85 -0.62 -1.21
16 H 3.79 -1.97 -0.77
17 C 2.25 -1.82 -3.22
18 H 4.01 -0.58 -3.48
19 H 4.36 -2.26 -3.10
20 C 1.19 -0.85 -2.68
21 H 2.15 -1.88 -4.31
22 H 2.04 -2.82 -2.83
23 H 1.28 0.11 -3.21
24 H 0.20 -1.25 -2.91
25 C -1.57 -0.25 -0.94
26 C 0.69 2.40 -2.22
27 H -0.93 2.46 -0.80
28 C 0.59 3.87 -2.60
29 H 1.74 2.08 -2.26
30 H 0.15 1.80 -2.96
31 C 1.24 4.81 -1.57
32 H 1.06 4.03 -3.58
33 H -0.47 4.14 -2.71
34 C 0.78 4.50 -0.13
35 H 2.33 4.71 -1.63
36 H 1.01 5.85 -1.82
37 C 0.86 3.02 0.24
38 H 1.37 5.10 0.58
39 H -0.26 4.83 -0.03
40 H 1.91 2.70 0.32
41 H 0.41 2.90 1.24
42 C -1.67 -1.78 -0.89
43 H -2.29 0.16 -0.20
44 C -3.08 -2.26 -1.28
45 H -0.94 -2.22 -1.58
46 H -1.42 -2.14 0.11
47 C -3.57 -1.68 -2.61
48 H -3.09 -3.36 -1.33
49 H -3.78 -1.97 -0.48
50 C -3.39 -0.16 -2.72
51 H -3.04 -2.17 -3.44
52 H -4.64 -1.92 -2.74
53 C -1.99 0.31 -2.31
54 H -3.60 0.16 -3.74
55 H -4.12 0.33 -2.07
56 H -1.27 -0.02 -3.08
57 H -1.97 1.41 -2.31
58 C 0.60 -1.94 3.41
59 C 0.14 -1.15 4.35
60 H 1.57 -1.82 2.90
61 C -1.28 -1.00 4.80
62 H 0.72 -0.32 4.82
63 C -1.63 -2.46 5.13
64 H -1.33 -0.35 5.66
65 H -2.03 -0.52 4.13
66 C -1.47 -3.33 3.90
67 H -0.85 -2.70 5.86
68 H -2.59 -2.57 5.62
69 C -0.20 -3.17 3.07
70 H -1.58 -4.36 4.22
71 H -2.29 -3.13 3.22
72 H 0.42 -4.10 3.10
73 H -0.46 -3.15 1.98
74 I -2.63 1.15 2.21

Entry 2:
# C4H7NO2S

One molecule with the formula C4H7NO2S (ωB97M-V/def2-TZVPD, the Open Molecules 2025 dataset).

The HOMO-LUMO gap is 0.3600 Eh. The charge is 0. The value obtained for the LUMO energy is 0.34 eV. The SMILES is O=CNC(=O)CCS. The value obtained for the HOMO energy is -9.45 eV.

Element x y z (Å)
1 O -0.42 -2.02 -0.10
2 C 0.03 -0.92 -0.40
3 N 0.65 -0.74 -1.69
4 C 1.44 0.25 -2.35
5 O 1.72 0.00 -3.54
6 C -0.15 0.29 0.54
7 C -1.02 -0.13 1.79
8 S -1.17 1.18 3.03
9 H 0.44 -1.59 -2.23
10 H 1.77 1.10 -1.79
11 H -0.59 1.15 -0.07
12 H 0.89 0.69 1.04
13 H -0.67 -1.06 2.20
14 H -2.01 -0.46 1.31
15 H -0.91 2.26 2.27

Entry 3:
# C2H6N2O2

An isolated ion of composition C2H6N2O2 and charge -2 (ωB97M-V/def2-TZVPD, the Open Molecules 2025 dataset).

The HOMO-LUMO gap is 0.1666 Eh. The charge is -2. The value obtained for the LUMO energy is 7.86 eV. The SMILES is CN([O-])N(C)[O-]. The value obtained for the HOMO energy is 3.32 eV.

Element x y z (Å)
1 C -1.46 -0.96 0.10
2 C 1.48 1.05 0.06
3 N -0.73 0.21 0.45
4 N 0.79 -0.16 0.38
5 O -1.07 1.28 -0.42
6 O 1.12 -1.20 -0.48
7 H -2.33 -0.87 -0.68
8 H -0.93 -1.81 -0.50
9 H -1.81 -1.57 0.97
10 H 2.53 0.93 0.23
11 H 1.18 1.32 -0.94
12 H 1.22 1.80 0.84

Entry 4:
# C5H14O

A 2-piece molecular cluster, C5H14O overall (ωB97M-V/def2-TZVPD, the Open Molecules 2025 dataset).

Its expectation value of S² is 0.75. The HOMO-LUMO gap (spin up / spin down) is 0.4754 / 0.2083 Eh. The charge is +1. The spin multiplicity is 2. The value obtained for the LUMO energy (spin up / spin down) is -2.69 / -9.91 eV. The value obtained for the HOMO energy (spin up / spin down) is -15.63 / -15.58 eV.

Element x y z (Å)
1 C 0.51 -1.69 0.30
2 C 0.74 -0.64 1.36
3 C 0.56 0.74 0.70
4 C -0.97 1.17 0.72
5 C 1.14 0.92 -0.74
6 H -0.43 -1.37 -0.18
7 H 1.22 -1.56 -0.52
8 H 0.34 -2.71 0.65
9 H -0.16 -0.82 2.08
10 H 1.64 -0.61 2.01
11 H 1.11 1.47 1.36
12 H -0.94 2.25 0.49
13 H -1.47 1.00 1.66
14 H -1.62 0.66 0.01
15 H 2.19 0.72 -0.65
16 H 0.97 1.95 -1.07
17 H 0.47 0.27 -1.35
18 H -1.18 -0.89 -2.73
19 H -2.42 -0.15 -2.18
20 O -1.70 -0.73 -1.93

Entry 5:
# C2H9NO

A 2-piece molecular cluster, C2H9NO overall (ωB97M-V/def2-TZVPD, the Open Molecules 2025 dataset).

Its expectation value of S² is 0.75. The HOMO-LUMO gap (spin up / spin down) is 0.0745 / 0.3873 Eh. The charge is -1. The spin multiplicity is 2. The value obtained for the LUMO energy (spin up / spin down) is 3.31 / 3.80 eV. The value obtained for the HOMO energy (spin up / spin down) is 1.29 / -6.73 eV.

Element x y z (Å)
1 O -6.70 0.79 -2.28
2 H -5.93 1.15 -1.74
3 C 1.27 0.41 0.56
4 C 2.31 -0.60 0.26
5 N 2.85 -1.39 1.36
6 H 0.75 0.84 -0.35
7 H 1.48 1.43 1.23
8 H 0.42 -0.37 1.12
9 H 2.96 0.07 -0.29
10 H 1.97 -1.05 -0.69
11 H -6.63 0.89 -3.25
12 H 3.31 -0.73 2.07
13 H 1.93 -1.44 1.99

Entry 6:
# C6H7N

One molecule with the formula C6H7N (ωB97M-V/def2-TZVPD, the Open Molecules 2025 dataset).

The HOMO-LUMO gap is 0.3720 Eh. The charge is 0. The value obtained for the LUMO energy is 0.68 eV. The SMILES is C=CCCC1=C=N1. The value obtained for the HOMO energy is -9.44 eV.

Element x y z (Å)
1 C 2.11 0.42 -0.15
2 C 0.96 1.33 -0.20
3 C -0.25 0.50 0.25
4 C -0.67 -1.92 0.22
5 C -0.38 -0.83 -0.41
6 C 2.57 -0.81 -0.57
7 N 3.05 -0.10 0.57
8 H 1.05 2.08 0.53
9 H 0.80 1.68 -1.25
10 H -0.21 0.45 1.26
11 H -1.13 1.32 0.01
12 H -0.83 -2.05 1.24
13 H -0.78 -2.83 -0.42
14 H -0.33 -0.82 -1.42

Entry 7:
# C6H10

One molecule with the formula C6H10 (ωB97M-V/def2-TZVPD, the Open Molecules 2025 dataset).

The HOMO-LUMO gap is 0.3623 Eh. The charge is 0. The value obtained for the LUMO energy is 1.16 eV. The SMILES is CC[C@]12C[C@H]1C2. The value obtained for the HOMO energy is -8.70 eV.

Element x y z (Å)
1 C 1.86 -0.26 -0.55
2 C 0.81 0.84 -0.56
3 C -0.48 0.27 -0.11
4 C -1.44 0.85 0.86
5 C -1.01 -0.55 1.04
6 C -1.13 -1.05 -0.35
7 H 2.85 0.21 -0.70
8 H 1.70 -0.96 -1.38
9 H 0.72 1.31 -1.55
10 H 1.09 1.64 0.14
11 H -2.46 1.04 0.56
12 H -1.03 1.57 1.57
13 H -0.62 -0.99 1.94
14 H 1.75 -0.94 0.52
15 H -2.12 -1.08 -0.80
16 H -0.48 -1.89 -0.63

What did we get for energy relative to the best compared isomer or geometry (same formula, charge and spin)? Answer: 3.30; 32.03; 51.09; 12.32; 43.99; 123.52; 54.49 kcal/mol, in the order shown.
What did we get for total energy? Answer: -57847.3958; -20681.3474; -9237.1351; -7448.7892; -5753.9587; -7820.2910; -6381.4966 eV, in the order shown.